Here is C26H24Cl6I3NO3RbS4 as an isolated structure from OMol25. Energies are from the ωB97M-V functional and the def2-TZVPD basis.

XYZ file:
```
68
Properties=species:S:1:pos:R:3:forces:R:3:nbo_charge:R:1
Rb -0.1662 0.2909 -0.5024 0.05 0.11 -0.06 0.8886
I -0.1355 -3.0710 -2.1595 -0.02 0.01 0.01 -0.9264
C -3.3189 -1.5997 -3.1734 -0.02 -0.04 -0.03 -0.5517
I -3.6899 0.2166 -2.3025 0.02 -0.15 -0.12 0.1560
H -3.5342 -2.4900 -2.6071 -0.07 0.04 0.10 0.1877
H -2.5670 -1.6461 -3.9424 0.03 0.13 -0.03 0.2010
C 1.7071 -4.6317 1.0470 0.01 -0.02 0.02 -0.5380
C 0.3168 -4.1848 1.4719 -0.03 -0.01 -0.05 -0.5496
S 0.0986 -2.3876 1.5235 -0.01 0.03 0.07 0.2051
C -0.1656 -2.0376 3.2717 0.01 -0.04 0.01 -0.5606
C 1.0515 -2.0934 4.1864 -0.01 -0.03 0.03 -0.5589
S 2.3278 -0.8769 3.7581 0.04 -0.01 0.00 0.2078
C 3.7477 -1.8755 3.2328 -0.02 0.03 -0.01 -0.5430
C 3.6010 -2.6989 1.9568 0.04 0.00 -0.03 -0.5493
S 3.0105 -4.3940 2.2812 0.01 -0.01 0.02 0.1359
H 1.9867 -4.1478 0.1106 -0.01 0.01 0.01 0.2545
H 1.6910 -5.7070 0.8535 0.02 0.00 0.00 0.2175
H 0.0557 -4.5917 2.4508 0.01 -0.01 0.01 0.2061
H -0.3943 -4.5539 0.7297 -0.01 0.01 0.02 0.2451
H -0.9438 -2.7040 3.6582 0.00 0.00 -0.01 0.2011
H -0.5771 -1.0265 3.2732 -0.01 0.03 -0.02 0.2569
H 1.5022 -3.0850 4.1845 0.00 0.01 0.00 0.2313
H 0.7259 -1.8686 5.2055 0.00 0.00 0.00 0.2137
H 4.0965 -2.4998 4.0587 -0.03 0.00 0.01 0.2051
H 4.5131 -1.1145 3.0648 0.00 0.01 0.01 0.2374
H 4.5748 -2.7748 1.4693 -0.01 0.00 0.00 0.2154
H 2.9099 -2.2212 1.2672 -0.02 0.00 0.00 0.2567
Cl -5.6514 4.2966 3.0826 -0.01 0.00 -0.01 -0.0730
C -4.1264 3.5252 2.6808 0.10 -0.06 0.07 -0.1219
C -3.3940 2.9286 3.6759 -0.03 0.02 -0.11 -0.2243
C -2.1742 2.3177 3.3967 -0.07 0.13 -0.04 -0.3425
I -1.0804 1.4913 4.9634 0.06 -0.07 0.07 0.0827
C -1.5891 2.2657 2.1036 0.01 -0.05 0.07 0.4829
O -0.4849 1.7525 1.8464 0.10 -0.07 0.06 -0.7413
C -2.4206 2.8887 1.0524 0.03 0.00 -0.01 0.0684
N -1.9361 2.8150 -0.2074 -0.02 0.09 0.09 -0.4068
C -2.5909 3.4035 -1.1798 -0.03 -0.02 -0.05 0.0112
C -3.7989 4.0954 -0.9856 0.03 -0.03 0.00 -0.2680
C -4.3304 4.1467 0.2726 0.00 0.00 0.00 -0.1704
C -3.6499 3.5339 1.3475 -0.08 -0.01 -0.03 -0.1007
H -3.7686 2.9379 4.6914 -0.01 0.01 0.00 0.2226
H -2.1587 3.3245 -2.1732 0.00 0.01 0.01 0.1939
H -4.2937 4.5668 -1.8251 0.00 0.00 0.00 0.2074
H -5.2656 4.6569 0.4622 0.00 0.00 0.00 0.2162
Cl 8.0211 0.6305 -1.6994 -0.02 -0.01 0.01 0.0406
C 6.3221 0.9083 -1.7117 0.03 -0.04 0.01 -0.0775
C 5.5746 0.7184 -0.5357 0.06 0.00 0.02 -0.0588
Cl 6.3574 0.1759 0.9031 -0.02 0.01 -0.01 0.0340
C 4.2091 0.9435 -0.5184 -0.05 -0.02 0.12 -0.1107
Cl 3.2182 0.6925 0.8674 0.10 0.04 -0.08 0.0760
C 3.6294 1.3699 -1.6990 -0.12 -0.05 0.13 0.3083
O 2.2829 1.6172 -1.8233 0.02 0.09 -0.15 -0.4612
C 4.3405 1.5683 -2.8498 0.11 -0.02 -0.13 -0.2633
Cl 5.8732 4.4313 -2.5173 -0.02 0.01 0.01 -0.9777
C 5.7055 1.3252 -2.8776 0.05 0.04 -0.14 0.0177
Cl 6.5654 1.5085 -4.3546 -0.08 -0.04 0.12 0.0597
S 3.2334 2.1201 -4.0693 -0.01 0.04 0.03 0.4501
C 1.8786 2.0294 -3.0342 -0.06 -0.05 0.01 -0.0114
C -4.4663 -0.6991 2.2985 0.00 0.01 -0.01 -0.7243
C -3.4028 -1.0538 1.2869 0.01 -0.02 0.13 0.6215
C -3.5155 -2.3861 0.5947 -0.01 0.04 -0.10 -0.7400
O -2.5026 -0.2843 1.0506 -0.08 -0.05 -0.08 -0.5694
H -5.4609 -0.8297 1.8663 0.00 0.00 -0.01 0.2177
H -4.3259 0.3287 2.6295 -0.01 -0.01 0.01 0.2505
H -4.3921 -1.3740 3.1554 0.01 0.00 0.00 0.2233
H -3.6936 -3.1856 1.3171 0.02 0.00 0.01 0.2166
H -2.6185 -2.5883 0.0093 0.01 -0.02 0.02 0.2722
H -4.3837 -2.3508 -0.0714 -0.01 -0.01 0.01 0.2244
```
Positions in Å, forces in eV/Å.

F_max: 0.19 eV/A
Electronic energy: -178420.1495 eV
Frontier orbital gap (alpha / beta): 6.05 / 6.04 eV
Charge: -2
Spin multiplicity: 2